# 1
Molecular formula: H30O15
Method: DFT, wB97M-V/def2-TZVPD

Output
Energy above the lowest of the compared OMol25 structures with the same formula, charge and spin (kJ/mol): 696.7
Highest occupied orbital energy (eV): -9.832
LUMO (eV): -0.1
Total charge: 0

Atoms and positions in Å:
H (-0.105, -0.428, -0.110)
H (1.416, 0.057, -0.293)
H (4.632, -1.750, -1.223)
H (6.004, -1.933, -0.804)
H (-0.451, 4.307, -3.010)
H (0.768, 4.105, -2.065)
H (-4.129, -0.522, -0.294)
H (-2.834, -1.212, -0.138)
H (-2.219, 0.839, 2.845)
H (-1.263, -0.367, 3.048)
H (-2.139, 0.393, -1.521)
H (-2.773, 1.197, -2.631)
H (5.247, -0.393, 2.652)
H (5.026, 0.843, 3.465)
H (2.187, -1.856, -1.651)
H (1.023, -2.772, -1.559)
H (-0.638, 2.768, 3.185)
H (-1.814, 3.347, 2.590)
H (-2.365, -4.033, -0.877)
H (-1.396, -4.260, -2.063)
H (-0.649, -2.558, 0.419)
H (-1.147, -1.255, 1.032)
H (4.230, 2.051, 2.659)
H (2.955, 1.589, 3.405)
H (-3.304, -2.364, 1.305)
H (-3.840, -3.234, 2.517)
H (2.521, -0.554, -3.954)
H (2.493, 0.540, -4.828)
H (-2.955, 2.293, -0.753)
H (-3.933, 3.371, -1.231)
O (0.612, -0.127, -0.795)
O (5.188, -2.313, -0.660)
O (0.059, 4.750, -2.345)
O (-3.262, -0.351, -0.027)
O (-1.738, 0.289, 3.525)
O (-1.915, 1.069, -2.230)
O (4.648, 0.454, 2.695)
O (1.853, -2.526, -1.099)
O (-1.493, 2.496, 3.005)
O (-2.165, -3.701, -1.738)
O (-1.520, -2.021, 0.609)
O (3.292, 1.874, 2.488)
O (-3.215, -3.174, 1.840)
O (2.616, 0.442, -3.910)
O (-3.028, 3.061, -1.374)

Results of the natural (NBO) charge analysis, in e, for atoms 1 through 6: 0.448, 0.478, 0.461, 0.457, 0.473, 0.474

***

# 2
Molecular formula: H30O15
Method: DFT, wB97M-V/def2-TZVPD

Output
Energy above the lowest of the compared OMol25 structures with the same formula, charge and spin (kJ/mol): 738.2
Highest occupied orbital energy (eV): -7.150
LUMO (eV): -0.4
Total charge: 0

Atoms and positions in Å:
H (0.061, -0.246, 0.028)
H (0.082, 1.174, 0.184)
H (0.949, -0.189, 2.282)
H (2.334, -0.726, 1.952)
H (-0.838, -2.865, -1.993)
H (0.622, -2.953, -1.374)
H (1.804, -2.847, 1.413)
H (0.625, -2.284, 0.546)
H (4.057, 2.270, 2.103)
H (3.166, 2.160, 0.891)
H (0.701, 4.708, -2.145)
H (2.141, 5.201, -2.128)
H (1.562, -0.060, -2.537)
H (2.535, -1.014, -3.416)
H (-3.442, -1.106, 2.345)
H (-4.821, -1.421, 3.005)
H (-3.814, -0.837, 0.120)
H (-3.283, 0.467, -0.481)
H (-3.979, 2.033, 2.075)
H (-2.956, 1.003, 2.488)
H (3.913, -3.243, -1.882)
H (3.694, -1.782, -1.666)
H (-2.497, 4.842, -1.803)
H (-2.163, 4.725, -0.195)
H (-2.079, -1.009, -2.227)
H (-2.362, -0.187, -3.504)
H (3.457, 1.386, 3.339)
H (4.442, 0.210, 2.900)
H (-2.519, -2.701, -0.861)
H (-1.743, -3.832, -0.245)
O (0.694, 0.489, 0.259)
O (1.577, -0.876, 2.511)
O (-0.266, -3.124, -1.179)
O (1.400, -2.089, 1.144)
O (3.273, 2.585, 1.758)
O (1.576, 4.564, -2.543)
O (2.165, -0.818, -2.459)
O (-4.421, -1.147, 2.179)
O (-2.997, -0.376, -0.094)
O (-3.551, 1.180, 1.743)
O (4.337, -2.415, -2.031)
O (-2.872, 4.672, -0.868)
O (-2.035, -1.001, -3.199)
O (3.727, 0.537, 3.550)
O (-2.255, -3.061, 0.013)

Results of the natural (NBO) charge analysis, in e, for atoms 1 through 6: 0.481, 0.460, 0.465, 0.462, 0.488, 0.487

***

# 3
Molecular formula: H30O15
Method: DFT, wB97M-V/def2-TZVPD

Output
Energy above the lowest of the compared OMol25 structures with the same formula, charge and spin (kJ/mol): 163.9
Highest occupied orbital energy (eV): -9.749
LUMO (eV): -0.6
Total charge: 0

Atoms and positions in Å:
O (0.173, -10.381, 10.628)
H (0.208, -11.307, 10.901)
H (-0.385, -10.595, 9.884)
O (1.128, -11.904, 8.045)
H (1.264, -11.362, 8.833)
H (0.227, -12.218, 8.054)
O (-4.687, -9.152, 8.484)
H (-5.557, -9.359, 8.244)
H (-4.292, -8.460, 7.921)
O (-2.238, -5.952, 7.387)
H (-2.281, -5.347, 6.658)
H (-1.261, -6.006, 7.591)
O (-1.639, -11.059, 8.858)
H (-1.909, -11.831, 8.364)
H (-2.251, -10.897, 9.578)
O (-0.981, -7.139, 4.742)
H (-1.358, -6.262, 4.711)
H (-1.384, -7.518, 5.537)
O (-2.090, -10.883, 4.682)
H (-2.137, -10.094, 4.098)
H (-2.727, -10.638, 5.386)
O (-3.367, -9.909, 10.574)
H (-3.979, -9.613, 9.844)
H (-2.720, -9.200, 10.641)
O (-1.352, -8.784, 7.081)
H (-0.972, -9.632, 7.263)
H (-1.731, -8.580, 7.942)
O (-2.163, -7.826, 9.983)
H (-2.923, -7.310, 9.728)
H (-1.751, -7.297, 10.633)
O (-4.017, -7.498, 6.123)
H (-3.329, -7.088, 6.679)
H (-4.646, -6.839, 5.921)
O (0.436, -10.666, 5.726)
H (-0.486, -10.806, 5.497)
H (0.823, -10.962, 6.569)
O (1.474, -7.079, 5.781)
H (0.642, -7.432, 5.406)
H (2.107, -7.779, 5.784)
O (1.434, -8.928, 8.249)
H (0.578, -8.640, 7.818)
H (1.472, -8.590, 9.156)
O (-3.755, -11.249, 6.795)
H (-3.836, -10.578, 7.517)
H (-4.550, -11.059, 6.347)

Results of the natural (NBO) charge analysis, in e, for atoms 1 through 6: -0.965, 0.460, 0.480, -0.943, 0.498, 0.467

***

# 4
Molecular formula: H30O15
Method: DFT, wB97M-V/def2-TZVPD

Output
Energy above the lowest of the compared OMol25 structures with the same formula, charge and spin (kJ/mol): 662.1
Highest occupied orbital energy (eV): -9.194
LUMO (eV): -0.1
Total charge: 0

Atoms and positions in Å:
H (-0.196, -0.669, -1.206)
H (0.050, 0.543, -0.333)
H (1.166, -2.140, 1.194)
H (1.357, -1.250, -0.007)
H (2.288, 2.768, 0.146)
H (1.927, 3.552, -1.134)
H (-2.334, 0.808, -0.834)
H (-1.350, 1.309, 0.004)
H (-0.457, -3.760, 1.791)
H (0.905, -4.059, 2.294)
H (-0.804, 1.493, 4.959)
H (0.099, 1.055, 3.913)
H (4.709, 0.957, -2.551)
H (3.762, 1.495, -1.481)
H (0.155, -2.890, -4.218)
H (1.250, -2.620, -5.228)
H (1.980, -0.371, 3.359)
H (0.670, -0.835, 3.751)
H (-2.561, 4.200, -1.658)
H (-2.521, 4.385, -0.083)
H (3.664, -0.943, 0.681)
H (3.415, -1.585, -0.551)
H (-2.909, -0.284, -2.721)
H (-1.407, -0.470, -2.914)
H (-1.959, -3.399, -0.489)
H (-3.365, -3.030, -0.703)
H (-5.019, -2.087, 0.510)
H (-4.604, -0.788, 0.956)
H (1.110, 4.389, 2.354)
H (0.537, 4.148, 0.947)
O (0.020, 0.208, -1.243)
O (0.774, -1.840, 0.377)
O (1.706, 2.749, -0.627)
O (-1.988, 1.626, -0.652)
O (0.314, -4.253, 1.490)
O (-0.172, 0.854, 4.857)
O (4.674, 1.196, -1.595)
O (1.023, -3.048, -4.375)
O (1.090, -0.060, 3.300)
O (-2.037, 4.013, -0.827)
O (2.959, -1.378, 0.198)
O (-2.111, -0.051, -2.354)
O (-2.605, -3.234, -1.203)
O (-4.253, -1.450, 0.456)
O (1.053, 4.743, 1.450)

Results of the natural (NBO) charge analysis, in e, for atoms 1 through 6: 0.469, 0.458, 0.460, 0.484, 0.471, 0.482

***

# 5
Molecular formula: H30O15
Method: DFT, wB97M-V/def2-TZVPD

Output
Energy above the lowest of the compared OMol25 structures with the same formula, charge and spin (kJ/mol): 673.6
Highest occupied orbital energy (eV): -8.837
LUMO (eV): -0.1
Total charge: 0

Atoms and positions in Å:
H (0.270, 0.205, -0.149)
H (-1.263, 0.339, -0.144)
H (2.358, 4.972, 0.309)
H (1.920, 3.500, 0.207)
H (3.285, 0.410, 0.641)
H (3.182, 0.484, -0.803)
H (1.026, -1.722, -3.341)
H (0.605, -0.382, -2.802)
H (-1.847, 3.113, -2.738)
H (-2.031, 3.625, -1.380)
H (-2.906, -2.579, 1.454)
H (-3.603, -2.933, 0.186)
H (-2.193, 0.202, -2.434)
H (-1.510, -0.858, -1.830)
H (1.624, -1.837, -0.381)
H (0.403, -2.394, -0.902)
H (-5.661, 0.301, -0.979)
H (-5.356, -0.848, -1.760)
H (4.199, -0.929, 0.994)
H (3.538, -1.930, -0.011)
H (0.739, -2.023, 1.722)
H (0.644, -3.403, 1.907)
H (-2.893, 1.350, 3.131)
H (-3.489, -0.056, 2.812)
H (-0.817, 0.595, 4.349)
H (-0.171, 1.983, 3.941)
H (2.594, -1.211, -2.529)
H (3.993, -0.631, -2.693)
H (1.256, 1.100, 2.209)
H (1.819, 2.212, 1.280)
O (-0.524, -0.297, 0.102)
O (2.240, 4.290, -0.274)
O (3.880, 0.577, -0.158)
O (0.276, -1.288, -2.974)
O (-2.614, 3.345, -2.083)
O (-2.794, -3.206, 0.730)
O (-1.840, 0.043, -1.618)
O (0.990, -1.588, -0.974)
O (-5.238, 0.132, -1.776)
O (3.596, -1.678, 0.881)
O (0.553, -2.762, 1.194)
O (-3.030, 0.406, 3.481)
O (-0.169, 1.087, 3.805)
O (3.313, -0.948, -1.965)
O (1.645, 1.231, 1.362)

Results of the natural (NBO) charge analysis, in e, for atoms 1 through 6: 0.470, 0.477, 0.466, 0.451, 0.486, 0.482

***

# 6
Molecular formula: H30O15Xe
Method: DFT, wB97M-V/def2-TZVPD

Output
Energy above the lowest of the compared OMol25 structures with the same formula, charge and spin (kJ/mol): 105.4
Highest occupied orbital energy (eV): -10.020
LUMO (eV): -1.0
Total charge: 0

Atoms and positions in Å:
Xe (0.013, -0.236, -0.046)
O (-1.542, -2.606, -1.991)
H (-1.734, -1.695, -2.214)
H (-1.952, -2.735, -1.135)
O (-2.321, -3.411, 0.493)
H (-1.619, -4.030, 0.693)
H (-2.681, -3.172, 1.347)
O (-2.546, -0.402, -3.029)
H (-1.946, 0.339, -3.113)
H (-3.356, -0.017, -2.694)
O (-3.263, 0.002, 1.902)
H (-3.861, -0.264, 1.204)
H (-2.707, 0.669, 1.500)
O (-1.439, 2.402, -2.868)
H (-1.209, 2.688, -1.984)
H (-0.670, 2.615, -3.397)
O (3.445, -0.201, -2.279)
H (2.556, -0.471, -2.049)
H (3.423, 0.755, -2.244)
O (-1.093, 3.234, -0.068)
H (-0.178, 3.437, -0.259)
H (-1.499, 4.085, 0.099)
O (-1.201, -1.756, 3.546)
H (-1.487, -1.135, 2.876)
H (-1.330, -1.293, 4.374)
O (0.904, -2.443, -3.412)
H (0.229, -2.609, -2.755)
H (0.689, -1.579, -3.764)
O (1.574, 2.067, 3.238)
H (0.696, 1.820, 2.948)
H (1.726, 1.538, 4.021)
O (-0.980, 2.224, 2.601)
H (-0.759, 3.086, 2.954)
H (-0.937, 2.336, 1.651)
O (1.153, -3.209, 2.245)
H (1.766, -3.257, 2.979)
H (0.344, -2.871, 2.630)
O (3.373, 0.903, 1.503)
H (3.702, 1.591, 0.925)
H (2.795, 1.359, 2.115)
O (3.250, -2.171, 0.371)
H (2.714, -1.949, 1.133)
H (3.839, -1.424, 0.267)
O (1.240, 2.273, -3.613)
H (1.457, 3.112, -4.019)
H (1.423, 2.401, -2.683)

Results of the natural (NBO) charge analysis, in e, for atoms 1 through 6: 0.003, -1.003, 0.483, 0.488, -0.957, 0.491

***

# 7
Molecular formula: H31O15
Method: DFT, wB97M-V/def2-TZVPD

Output
Energy above the lowest of the compared OMol25 structures with the same formula, charge and spin (kJ/mol): 146.2
Highest occupied orbital energy (eV): -13.461
LUMO (eV): -2.5
Total charge: +1

Atoms and positions in Å:
O (-4.621, -0.210, -0.091)
H (-1.974, -0.140, -2.121)
H (-4.859, -1.035, 0.344)
O (4.289, -1.896, 0.779)
H (1.599, -2.665, 2.861)
H (4.098, -1.041, 1.181)
O (-2.304, -0.134, -1.014)
H (-0.777, 0.615, -3.409)
H (-3.674, -1.335, 2.767)
O (0.609, -3.208, 1.369)
H (-1.328, 2.739, -0.680)
H (0.042, -2.445, 1.180)
O (-0.689, 3.038, 2.075)
H (-1.586, 2.672, 2.149)
H (-0.114, 2.264, 2.053)
O (-1.421, -0.081, -3.272)
H (-3.298, 0.086, -0.959)
H (-1.741, 0.654, -0.756)
O (-2.734, 3.465, 0.165)
H (1.471, -1.428, -3.730)
H (-0.065, 2.388, -1.654)
O (1.498, -0.715, 0.515)
H (4.694, -1.645, -0.060)
H (1.999, -1.282, 1.126)
O (-0.974, 2.146, -1.375)
H (-0.793, -0.851, -3.067)
H (3.484, -2.999, -2.016)
O (0.970, 2.657, -3.058)
H (-2.067, -1.103, 2.783)
O (2.329, -2.019, 3.033)
H (2.770, -2.394, 2.240)
H (-2.276, 3.882, 0.907)
O (0.663, -1.510, -3.213)
H (1.517, 0.143, 0.953)
H (0.980, -2.041, -2.457)
O (2.623, -2.740, -1.661)
H (-2.809, 4.191, -0.468)
H (2.833, -2.572, -0.725)
O (-2.840, -1.409, 2.309)
H (-5.020, 0.517, 0.397)
H (3.107, 1.422, 3.161)
O (2.278, 1.908, 3.119)
H (2.013, 2.158, 4.006)
H (-0.041, -3.884, 1.614)
H (1.589, 3.330, -3.381)
H (0.550, 2.507, -3.920)

Results of the natural (NBO) charge analysis, in e, for atoms 1 through 6: -0.952, 0.507, 0.505, -0.951, 0.492, 0.479

***

# 8
Molecular formula: H32N7O18S4
Method: DFT, wB97M-V/def2-TZVPD

Output
Expectation value of S²: 0.761
Highest occupied orbital energy (alpha / beta) (eV): -7.227 / -7.227
Multiplicity: 2
LUMO (alpha / beta) (eV): -3.2 / -3.3
Total charge: 0

Atoms and positions in Å:
N (-3.716, -2.609, 0.666)
H (-2.984, -3.300, 0.754)
H (-4.195, -2.450, 1.540)
H (-4.299, -2.945, -0.086)
H (-3.259, -1.742, 0.420)
N (-1.619, 2.965, 1.279)
H (-1.671, 3.974, 1.267)
H (-2.090, 2.614, 2.100)
H (-0.710, 2.620, 1.550)
H (-1.974, 2.537, 0.435)
N (0.941, -3.718, 1.510)
H (1.080, -3.612, 2.505)
H (1.456, -4.510, 1.154)
H (1.363, -2.871, 1.159)
H (-0.021, -3.923, 1.279)
N (1.172, 0.357, 3.577)
H (2.116, 0.582, 3.857)
H (1.041, -0.645, 3.559)
H (1.060, 0.649, 2.616)
H (0.515, 0.816, 4.190)
N (0.227, 0.016, -0.293)
H (0.322, 0.190, -1.284)
H (0.898, -0.672, 0.018)
H (-0.674, -0.435, -0.230)
H (0.345, 0.797, 0.337)
N (3.143, 1.217, -1.697)
H (2.358, 0.826, -2.199)
H (3.582, 0.419, -1.260)
H (2.815, 1.799, -0.940)
H (3.737, 1.806, -2.263)
N (-1.882, -2.051, -2.641)
H (-1.969, -1.355, -1.914)
H (-1.410, -2.890, -2.338)
H (-1.335, -1.618, -3.372)
H (-2.695, -2.287, -3.192)
S (1.788, 2.835, 1.355)
O (2.144, 2.883, -0.068)
O (2.881, 2.431, 2.182)
O (1.368, 4.203, 1.743)
O (0.665, 1.935, 1.482)
S (-3.322, 0.511, -0.836)
O (-2.429, -0.605, -0.628)
O (-3.923, 0.448, -2.166)
O (-4.335, 0.517, 0.258)
O (-2.594, 1.766, -0.832)
S (0.270, 0.371, -4.113)
O (1.338, 0.745, -5.051)
O (-0.865, 1.219, -4.347)
O (-0.087, -1.008, -4.285)
O (0.740, 0.577, -2.742)
S (3.493, -1.151, 0.808)
O (4.236, -2.368, 1.163)
O (2.078, -1.489, 0.671)
O (3.635, -0.070, 1.769)
O (4.073, -0.667, -0.441)
O (-1.028, -0.550, 2.225)
H (-1.261, -1.168, 2.918)
H (-1.613, 0.195, 2.362)
O (0.216, 2.983, -1.913)
H (0.070, 2.164, -2.386)
H (0.795, 2.743, -1.190)

Results of the natural (NBO) charge analysis, in e, for atoms 1 through 6: -0.864, 0.401, 0.450, 0.448, 0.499, -0.887

***

Among the records above, which one has the highest total charge?
H31O15

***

Repeat the sixth record exactly.
Molecular formula: H30O15Xe
Method: DFT, wB97M-V/def2-TZVPD

Output
Energy above the lowest of the compared OMol25 structures with the same formula, charge and spin (kJ/mol): 105.4
Highest occupied orbital energy (eV): -10.020
LUMO (eV): -1.0
Total charge: 0

Atoms and positions in Å:
Xe (0.013, -0.236, -0.046)
O (-1.542, -2.606, -1.991)
H (-1.734, -1.695, -2.214)
H (-1.952, -2.735, -1.135)
O (-2.321, -3.411, 0.493)
H (-1.619, -4.030, 0.693)
H (-2.681, -3.172, 1.347)
O (-2.546, -0.402, -3.029)
H (-1.946, 0.339, -3.113)
H (-3.356, -0.017, -2.694)
O (-3.263, 0.002, 1.902)
H (-3.861, -0.264, 1.204)
H (-2.707, 0.669, 1.500)
O (-1.439, 2.402, -2.868)
H (-1.209, 2.688, -1.984)
H (-0.670, 2.615, -3.397)
O (3.445, -0.201, -2.279)
H (2.556, -0.471, -2.049)
H (3.423, 0.755, -2.244)
O (-1.093, 3.234, -0.068)
H (-0.178, 3.437, -0.259)
H (-1.499, 4.085, 0.099)
O (-1.201, -1.756, 3.546)
H (-1.487, -1.135, 2.876)
H (-1.330, -1.293, 4.374)
O (0.904, -2.443, -3.412)
H (0.229, -2.609, -2.755)
H (0.689, -1.579, -3.764)
O (1.574, 2.067, 3.238)
H (0.696, 1.820, 2.948)
H (1.726, 1.538, 4.021)
O (-0.980, 2.224, 2.601)
H (-0.759, 3.086, 2.954)
H (-0.937, 2.336, 1.651)
O (1.153, -3.209, 2.245)
H (1.766, -3.257, 2.979)
H (0.344, -2.871, 2.630)
O (3.373, 0.903, 1.503)
H (3.702, 1.591, 0.925)
H (2.795, 1.359, 2.115)
O (3.250, -2.171, 0.371)
H (2.714, -1.949, 1.133)
H (3.839, -1.424, 0.267)
O (1.240, 2.273, -3.613)
H (1.457, 3.112, -4.019)
H (1.423, 2.401, -2.683)

Results of the natural (NBO) charge analysis, in e, for atoms 1 through 6: 0.003, -1.003, 0.483, 0.488, -0.957, 0.491